Entry 1:
{"formula": "C36H28AuFOP2S", "method": "the ωB97M-V functional and the def2-TZVPD basis", "species": ["Au", "O", "S", "C", "C", "C", "C", "C", "C", "P", "C", "C", "C", "C", "C", "C", "C", "C", "C", "C", "C", "C", "C", "C", "C", "C", "C", "C", "P", "C", "C", "C", "C", "C", "C", "C", "C", "C", "C", "C", "C", "H", "H", "H", "H", "H", "H", "H", "H", "H", "H", "H", "H", "H", "H", "H", "H", "H", "H", "H", "H", "H", "H", "H", "H", "H", "H", "H", "H", "F"], "positions_angstrom": [[0.98, -1.38, 2.34], [0.31, 1.40, 1.30], [-0.50, 0.64, 0.31], [-1.61, 1.84, -0.45], [-1.18, 3.16, -0.49], [-2.04, 4.14, -0.97], [-3.32, 3.81, -1.39], [-3.75, 2.50, -1.34], [-2.90, 1.50, -0.87], [-3.54, -0.15, -0.67], [-3.64, -0.62, 1.03], [-4.08, 0.33, 1.95], [-4.23, -0.03, 3.28], [-3.93, -1.33, 3.68], [-3.49, -2.27, 2.76], [-3.35, -1.93, 1.42], [-5.03, -0.40, -1.56], [-6.14, -0.94, -0.91], [-7.30, -1.19, -1.62], [-7.35, -0.91, -2.98], [-6.24, -0.37, -3.64], [-5.08, -0.12, -2.94], [0.60, 0.31, -1.08], [0.21, 0.55, -2.38], [1.06, 0.22, -3.44], [2.29, -0.34, -3.18], [2.68, -0.59, -1.87], [1.85, -0.28, -0.80], [2.52, -0.60, 0.87], [3.29, 0.89, 1.48], [3.73, 0.91, 2.81], [4.39, 2.03, 3.30], [4.62, 3.12, 2.47], [4.19, 3.09, 1.15], [3.53, 1.98, 0.65], [3.80, -1.84, 0.66], [5.15, -1.48, 0.65], [6.11, -2.45, 0.44], [5.74, -3.77, 0.24], [4.40, -4.13, 0.24], [3.43, -3.17, 0.45], [-0.20, 3.40, -0.11], [-1.70, 5.17, -1.00], [-3.99, 4.58, -1.76], [-4.76, 2.25, -1.65], [-4.30, 1.34, 1.64], [-4.57, 0.70, 4.00], [-4.06, -1.61, 4.72], [-3.28, -3.28, 3.07], [-3.01, -2.66, 0.70], [-6.09, -1.16, 0.15], [-8.16, -1.60, -1.12], [-8.25, -1.10, -3.53], [-6.29, -0.16, -4.70], [-4.22, 0.29, -3.45], [-0.75, 1.00, -2.60], [0.75, 0.42, -4.45], [2.97, -0.59, -3.99], [3.64, -1.04, -1.68], [3.55, 0.06, 3.46], [4.73, 2.05, 4.32], [5.14, 3.98, 2.85], [4.38, 3.94, 0.50], [3.19, 1.97, -0.38], [5.44, -0.45, 0.81], [7.16, -2.18, 0.45], [6.50, -4.53, 0.08], [4.12, -5.16, 0.08], [2.38, -3.46, 0.47], [-2.47, -1.11, -1.30]], "lowdin_charge": [0.69, -0.53, 0.90, -0.37, -0.03, -0.01, -0.02, -0.04, -0.29, 1.00, -0.33, -0.06, -0.04, -0.04, -0.05, -0.07, -0.30, -0.05, -0.04, -0.02, -0.04, -0.07, -0.35, -0.06, -0.03, -0.03, -0.05, -0.33, 0.91, -0.40, -0.10, -0.05, -0.05, -0.05, -0.07, -0.40, -0.07, -0.05, -0.04, -0.06, -0.11, 0.13, 0.13, 0.13, 0.11, 0.12, 0.12, 0.12, 0.12, 0.12, 0.11, 0.12, 0.12, 0.12, 0.12, 0.11, 0.12, 0.12, 0.11, 0.10, 0.12, 0.12, 0.12, 0.11, 0.11, 0.12, 0.12, 0.12, 0.09, -0.10], "charge": 2, "e_tot_ev": -75643.317, "mol_weight_g_mol": 786.60, "fmax_ha_per_bohr": 0.002, "e_above_lowest_kcal_mol": 5.2, "orbital_gap_ev": 7.48}

Entry 2:
{"formula": "C36H28BiN8O8S", "method": "the ωB97M-V functional and the def2-TZVPD basis", "species": ["Bi", "C", "O", "C", "C", "C", "C", "C", "C", "N", "N", "C", "O", "C", "C", "C", "C", "C", "C", "C", "O", "H", "H", "H", "H", "H", "H", "H", "H", "H", "H", "H", "H", "O", "C", "O", "C", "C", "N", "N", "C", "C", "O", "O", "H", "H", "H", "N", "C", "O", "C", "C", "N", "C", "N", "H", "H", "N", "S", "C", "C", "C", "C", "C", "C", "C", "C", "C", "C", "C", "C", "H", "H", "H", "H", "H", "H", "H", "H", "H", "H", "H"], "positions_angstrom": [[0.20, -0.84, 0.69], [3.19, 2.07, -1.35], [2.22, 2.91, -1.94], [1.00, 3.12, -1.33], [0.39, 4.31, -1.68], [-0.85, 4.66, -1.18], [-1.46, 3.81, -0.29], [-0.88, 2.59, 0.09], [-1.47, 1.91, 1.20], [-1.02, 0.82, 1.72], [-1.41, 0.43, 2.93], [-0.53, -0.40, 3.49], [0.66, -0.55, 3.01], [-1.90, -1.35, 5.20], [-1.70, -1.91, 6.49], [-2.53, -2.14, 7.55], [-3.85, -1.72, 7.71], [-4.60, -1.06, 6.74], [-4.33, -0.90, 5.40], [0.36, 2.18, -0.48], [0.95, 1.01, -0.28], [4.12, 2.33, -1.86], [2.97, 1.01, -1.48], [3.30, 2.27, -0.28], [0.92, 4.96, -2.37], [-1.31, 5.59, -1.45], [-2.41, 4.08, 0.16], [-2.24, 2.45, 1.76], [-0.65, -2.14, 6.64], [-2.09, -2.63, 8.41], [-4.31, -1.88, 8.67], [-5.56, -0.68, 7.07], [-5.16, -0.46, 4.85], [6.90, -2.30, 1.14], [6.10, -1.58, 0.32], [6.50, -1.17, -0.73], [4.77, -1.30, 0.88], [4.51, -0.75, 2.14], [3.18, -0.55, 2.22], [2.59, -0.96, 1.12], [3.49, -1.43, 0.28], [3.00, -2.12, -0.99], [3.81, -2.73, -1.67], [1.75, -2.03, -1.16], [6.43, -2.59, 1.93], [5.18, -0.47, 2.93], [2.54, -0.27, 2.96], [-3.16, -1.24, 0.86], [-2.65, -1.61, 2.08], [-1.56, -2.20, 2.12], [-3.52, -1.33, 3.20], [-3.24, -1.26, 4.58], [-0.76, -0.99, 4.66], [-4.85, -1.13, 2.80], [-5.93, -0.99, 2.41], [-2.56, -1.31, 0.05], [-3.96, -0.64, 0.82], [-0.72, -0.79, -1.62], [0.62, -0.32, -2.40], [-0.01, 1.12, -3.31], [-1.28, 1.62, -3.10], [-1.69, 2.74, -3.81], [-0.84, 3.33, -4.73], [0.43, 2.83, -4.92], [0.86, 1.72, -4.21], [0.64, -1.33, -3.92], [-0.47, -1.41, -4.73], [-0.42, -2.18, -5.88], [0.73, -2.88, -6.20], [1.84, -2.79, -5.37], [1.81, -2.00, -4.24], [-0.80, -1.79, -1.73], [-1.93, 1.13, -2.39], [-2.69, 3.14, -3.66], [-1.17, 4.20, -5.28], [1.10, 3.29, -5.64], [1.85, 1.32, -4.34], [-1.37, -0.88, -4.47], [-1.28, -2.23, -6.53], [0.76, -3.51, -7.08], [2.74, -3.34, -5.61], [2.67, -1.94, -3.59]], "lowdin_charge": [2.03, -0.07, -0.10, -0.22, -0.02, -0.10, -0.06, -0.16, -0.07, -0.16, 0.04, -0.63, -0.23, -0.20, -0.02, -0.11, -0.13, -0.10, -0.03, -0.28, -0.36, 0.10, 0.06, 0.10, 0.12, 0.10, 0.11, 0.13, 0.10, 0.10, 0.09, 0.10, 0.09, 0.11, -0.48, 0.14, -0.07, 0.00, 0.04, -0.05, -0.11, -0.63, 0.05, -0.24, 0.10, 0.13, 0.14, 0.17, -0.54, -0.11, -0.15, -0.07, 0.15, -0.28, 0.14, 0.06, 0.09, -0.42, 1.06, -0.38, -0.09, -0.08, -0.09, -0.07, -0.08, -0.34, -0.07, -0.08, -0.09, -0.07, -0.06, 0.01, 0.10, 0.11, 0.10, 0.10, 0.12, 0.11, 0.10, 0.10, 0.11, 0.09], "charge": -1, "e_tot_ev": -82761.483, "mol_weight_g_mol": 941.72, "fmax_ha_per_bohr": 0.053, "e_above_lowest_kcal_mol": 54.3, "orbital_gap_ev": 6.55}

Entry 3:
{"formula": "C36H28BrHfN6O2Se", "method": "the ωB97M-V functional and the def2-TZVPD basis", "species": ["Hf", "C", "O", "C", "N", "C", "C", "C", "C", "C", "C", "C", "C", "C", "C", "C", "C", "N", "C", "N", "C", "C", "O", "C", "C", "C", "C", "C", "C", "H", "H", "H", "H", "H", "H", "H", "H", "H", "H", "H", "H", "H", "H", "H", "H", "H", "H", "H", "Br", "C", "C", "C", "C", "C", "C", "N", "C", "C", "C", "C", "C", "C", "N", "H", "H", "H", "H", "H", "H", "H", "H", "H", "Se", "C", "N"], "positions_angstrom": [[-0.09, -0.11, 0.08], [-0.39, 4.01, -2.05], [-1.32, 3.93, -0.96], [-1.16, 2.78, -0.38], [-0.27, 1.96, -0.87], [0.25, 2.59, -2.09], [-0.14, 1.81, -3.33], [0.52, 2.12, -4.52], [0.15, 1.51, -5.71], [-0.87, 0.58, -5.72], [-1.52, 0.24, -4.54], [-1.15, 0.85, -3.35], [-1.95, 2.39, 0.79], [-2.93, 3.17, 1.39], [-3.62, 2.62, 2.47], [-3.27, 1.36, 2.95], [-2.23, 0.68, 2.32], [-1.61, 1.18, 1.24], [-1.64, -0.61, 2.72], [-0.54, -0.99, 2.16], [-0.24, -2.34, 2.67], [-1.32, -2.53, 3.76], [-2.17, -1.38, 3.63], [-0.27, -3.22, 1.43], [0.63, -2.84, 0.41], [0.66, -3.54, -0.79], [-0.23, -4.59, -1.00], [-1.10, -4.97, 0.00], [-1.13, -4.28, 1.21], [0.32, 4.80, -1.83], [-0.94, 4.26, -2.96], [1.34, 2.65, -2.03], [1.30, 2.86, -4.51], [0.66, 1.79, -6.62], [-1.17, 0.13, -6.66], [-2.32, -0.48, -4.55], [-1.69, 0.58, -2.44], [-3.16, 4.16, 1.02], [-4.43, 3.17, 2.93], [-3.77, 0.92, 3.80], [0.76, -2.36, 3.11], [-0.90, -2.52, 4.77], [-1.93, -3.43, 3.65], [1.44, -2.14, 0.65], [1.40, -3.30, -1.54], [-0.22, -5.13, -1.93], [-1.76, -5.81, -0.14], [-1.83, -4.61, 1.96], [1.18, 1.03, 7.10], [1.45, 0.99, 5.23], [0.71, 1.82, 4.39], [0.85, 1.73, 3.02], [1.74, 0.81, 2.46], [2.56, 0.05, 3.31], [2.41, 0.13, 4.68], [1.73, 0.61, 1.07], [2.83, 0.43, 0.40], [2.75, 0.04, -0.99], [3.89, 0.06, -1.81], [3.78, -0.36, -3.13], [2.55, -0.81, -3.58], [1.46, -0.80, -2.72], [1.54, -0.37, -1.45], [0.04, 2.54, 4.83], [0.33, 2.43, 2.37], [3.28, -0.65, 2.90], [3.01, -0.47, 5.34], [3.80, 0.58, 0.85], [4.83, 0.40, -1.41], [4.64, -0.36, -3.78], [2.43, -1.18, -4.59], [0.49, -1.16, -3.04], [-4.13, -2.55, -0.67], [-2.66, -1.71, -0.68], [-1.62, -1.11, -0.71]], "lowdin_charge": [1.70, 0.00, 0.11, -0.29, 0.03, -0.21, -0.22, -0.03, -0.04, -0.04, -0.05, -0.08, -0.14, 0.09, 0.05, 0.09, -0.14, 0.05, -0.29, 0.04, -0.18, 0.00, 0.11, -0.18, -0.14, -0.06, -0.03, -0.02, 0.00, 0.15, 0.16, 0.15, 0.13, 0.12, 0.12, 0.12, 0.08, 0.15, 0.14, 0.15, 0.16, 0.15, 0.13, 0.10, 0.11, 0.12, 0.13, 0.12, 0.84, -0.66, -0.09, -0.04, -0.30, -0.01, -0.09, -0.04, 0.00, -0.24, 0.05, 0.03, 0.03, -0.09, -0.02, 0.11, 0.11, 0.12, 0.12, 0.16, 0.14, 0.14, 0.14, 0.12, 0.90, -0.91, -0.14], "charge": 3, "e_tot_ev": -187497.490, "mol_weight_g_mol": 914.01, "fmax_ha_per_bohr": 0.037, "e_above_lowest_kcal_mol": 0.0, "orbital_gap_ev": 6.15}